w) 15
Properties=species:S:1:pos:R:3:mulliken_charge:R:1 method="wB97M-V/def2-TZVPD" homo_ha=-0.1400 gap_ev=7.825 lumo_ev=4.01 charge=-1
O -0.482 -2.447 1.071 -0.736
C 0.034 -1.503 0.451 0.165
C 0.128 -0.126 1.167 -0.507
N -0.381 1.000 0.346 -0.566
C -0.661 0.412 -1.020 -0.364
O -1.061 -0.878 -0.849 -0.595
H 0.847 -1.768 -0.275 0.258
H 1.194 0.184 1.269 0.167
H -0.308 -0.177 2.162 0.340
H -1.317 1.244 0.663 0.297
H 0.264 0.524 -1.606 0.213
H -1.483 0.974 -1.465 0.327
H 1.314 1.963 -0.456 0.389
H 2.245 2.057 -1.446 0.315
O 1.882 2.698 -0.804 -0.701

---

x) 15
Properties=species:S:1:pos:R:3:mulliken_charge:R:1 method="wB97M-V/def2-TZVPD" homo_ha=-0.1413 gap_ev=7.623 lumo_ev=3.78 charge=-1
O 1.905 -1.262 -0.107 -0.680
C 0.682 -1.355 -0.067 0.615
N -0.128 -0.300 -0.285 -0.109
C 0.501 1.082 -0.695 -0.321
O -0.559 1.853 -0.879 -0.911
C -0.095 -2.607 0.303 -0.929
H -1.066 -0.147 0.027 0.198
H 1.126 0.868 -1.580 0.273
H 1.295 1.244 0.079 0.167
H -0.230 -3.178 -0.682 0.206
H 0.473 -3.017 1.143 0.266
H -1.047 -2.377 0.749 0.296
H -2.054 1.372 1.394 0.235
H -1.258 2.274 0.393 0.442
O -1.687 2.258 1.360 -0.748

---

Top of the stability list: x), leading by 110.9 kJ/mol.

---

w) 15
Properties=species:S:1:pos:R:3:mulliken_charge:R:1 method="wB97M-V/def2-TZVPD" homo_ha=-0.1392 gap_ev=7.571 lumo_ev=3.78 charge=-1
O -0.105 1.716 -1.697 -0.669
C 0.550 0.873 -1.068 0.659
N -0.035 -0.175 -0.444 -0.169
C -1.539 -0.242 -0.069 -0.311
O -1.848 -1.380 0.510 -0.873
C 2.049 1.036 -1.130 -0.984
H 0.598 -0.623 0.210 0.230
H -2.153 -0.172 -0.996 0.188
H -1.579 0.705 0.537 0.196
H 2.428 1.792 -0.433 0.235
H 2.581 0.131 -0.772 0.304
H 2.442 1.180 -2.128 0.274
H -1.406 -1.106 2.984 0.271
H -1.146 -1.857 1.745 0.421
O -0.839 -1.878 2.752 -0.774

---

x) 15
Properties=species:S:1:pos:R:3:mulliken_charge:R:1 method="wB97M-V/def2-TZVPD" homo_ha=-0.1445 gap_ev=7.686 lumo_ev=3.76 charge=-1
O -1.052 2.147 -0.686 -0.701
C -0.063 1.450 -0.412 0.661
N -0.071 0.127 -0.429 -0.148
C -1.279 -0.853 -0.657 -0.390
O -0.845 -2.089 -0.519 -0.889
C 1.221 2.178 -0.064 -0.977
H 0.701 -0.404 -0.121 0.189
H -1.609 -0.589 -1.670 0.232
H -1.980 -0.526 0.125 0.233
H 1.997 1.541 0.379 0.305
H 1.695 2.560 -0.966 0.226
H 0.985 2.954 0.591 0.289
H -0.279 -2.767 0.762 0.472
H 0.521 -2.499 2.048 0.250
O 0.057 -3.231 1.619 -0.751

---

Top of the stability list: x), leading by 30.1 kJ/mol.

---

w) 15
Properties=species:S:1:pos:R:3:mulliken_charge:R:1 method="wB97M-V/def2-TZVPD" homo_ha=-0.1233 gap_ev=7.095 lumo_ev=3.74 charge=-1
C 0.621 -1.030 -1.094 -0.965
N 0.786 0.418 -0.943 -0.399
C -0.472 1.088 -0.573 -0.451
C -1.346 0.149 0.296 0.412
O -0.955 0.112 1.529 -0.454
O -2.097 -0.614 -0.248 -0.540
H 1.572 -1.436 -1.435 0.325
H -0.290 -1.387 -1.564 0.305
H 0.626 -1.495 -0.070 0.366
H 1.430 0.445 -0.075 0.360
H -1.116 1.261 -1.444 0.263
H -0.171 2.044 -0.150 0.351
H 2.403 0.243 1.747 0.154
H -0.510 -0.726 0.940 0.359
O 2.704 0.168 0.834 -1.086

---

x) 15
Properties=species:S:1:pos:R:3:mulliken_charge:R:1 method="wB97M-V/def2-TZVPD" homo_ha=-0.1156 gap_ev=7.082 lumo_ev=3.94 charge=-1
O 2.095 1.112 0.618 -0.490
C 0.935 1.403 0.778 -0.005
C -0.217 1.023 -0.128 -0.523
N -0.272 -0.429 -0.278 -0.132
C -1.467 -0.677 -1.286 -0.512
O -1.490 0.121 -2.316 -0.843
H 0.625 1.975 1.685 0.287
H -0.165 1.473 -1.123 0.385
H -1.084 1.319 0.445 0.238
H 0.637 -0.777 -0.551 0.201
H -2.306 -0.527 -0.562 0.212
H -1.360 -1.762 -1.510 0.254
H 0.063 -1.200 1.805 0.344
H 0.230 -2.626 1.467 0.313
O 0.552 -1.988 2.112 -0.729

---

Top of the stability list: x), leading by 158.7 kJ/mol.